Record 1
Formula: C10H23ClIO2P2W
Source: the Open Molecules 2025 dataset
Level of theory: wB97M-V/def2-TZVPD

```
40
Properties=species:S:1:pos:R:3:forces:R:3
C -0.001513 -0.143062 -6.875855 0.00 0.04 -0.23
C 0.004091 0.495292 -5.511632 0.05 4.64 -0.79
H 0.004335 0.699019 -7.577963 0.00 -0.04 0.15
H -0.893673 -0.748670 -7.064536 -0.01 0.00 0.41
H 0.882148 -0.760528 -7.066072 0.01 0.00 0.41
O 0.015334 1.674083 -5.221357 -0.04 -4.37 -0.34
I -0.007392 -0.661117 -3.572263 -0.01 -0.66 -0.31
W -0.003755 -0.395779 -0.372513 -0.02 -4.12 -0.36
P 2.390019 -0.302179 0.021677 1.47 1.19 0.23
C 3.078374 1.121193 0.862408 -0.09 0.03 0.12
C 3.295693 -1.720737 0.620438 -0.38 -0.32 0.10
H 4.346447 -1.538322 0.368774 -0.10 -0.14 0.16
H 4.030572 -0.113007 -1.704407 -0.21 -0.01 -0.12
H 2.925295 -2.620831 0.124133 0.22 -0.05 0.15
H 2.488663 -0.818234 -2.333129 0.58 0.20 0.04
H 2.916905 1.030925 1.940650 0.14 0.17 -0.11
H 3.168210 -1.802003 1.705121 0.15 -0.13 -0.16
C 2.934558 -0.044273 -1.694633 -0.30 -0.30 -0.17
H 4.146402 1.126248 0.623592 -0.04 0.12 0.26
H 2.615292 0.947711 -2.031418 0.17 -0.13 -0.04
H 2.617493 2.034851 0.482413 0.10 0.01 0.15
P -2.393550 -0.257718 0.025713 -1.45 1.21 0.25
C -3.053738 1.179525 0.865030 0.09 0.03 0.12
C -2.935689 0.006452 -1.689651 0.29 -0.30 -0.17
H -2.972458 -2.565794 0.132987 -0.22 -0.04 0.16
H -4.372015 -1.455547 0.378824 0.10 -0.14 0.16
H -3.196574 -1.740053 1.713821 -0.15 -0.13 -0.16
C -3.324508 -1.658125 0.629119 0.37 -0.33 0.10
H -2.505359 -0.776626 -2.327398 -0.57 0.21 0.04
H -4.032620 -0.042357 -1.697314 0.21 -0.01 -0.12
H -4.121469 1.204340 0.626242 0.04 0.13 0.26
H -2.575509 2.083610 0.483657 -0.10 0.02 0.15
H -2.599495 0.991774 -2.028924 -0.17 -0.12 -0.05
H -2.893921 1.087222 1.943329 -0.14 0.17 -0.11
C 0.014815 1.572304 -0.713575 0.07 7.81 -0.48
O 0.024714 2.731722 -0.953959 -0.05 -5.82 0.98
Cl -0.023800 -2.610447 -1.112562 0.00 0.59 -0.42
C -0.003754 -0.643042 1.579899 -0.01 0.50 -0.32
H -0.928302 -0.788281 2.163207 0.60 0.04 0.03
H 0.918636 -0.805539 2.161229 -0.59 0.05 0.04
```
Forces are in eV/Å.

Values from the calculation:
Energy relative to the best compared isomer or geometry (same formula, charge and spin) in kJ/mol: 0.0
E_LUMO (spin up / spin down) in eV: -12.09 / -14.65
HOMO-LUMO gap (spin up / spin down) in eV: 7.54 / 4.83
<S²>: 2.06
Spin multiplicity: 3
Total charge: +3

***

Record 2
Formula: C10H24BrNNbOS
Source: the Open Molecules 2025 dataset
Level of theory: wB97M-V/def2-TZVPD

```
39
Properties=species:S:1:pos:R:3:forces:R:3
C 4.869038 -0.669625 -0.280137 0.04 0.01 -0.16
C 3.509712 -0.886535 0.386307 -0.13 -0.18 0.09
C 2.331846 -0.262153 -0.362844 -0.01 -0.14 0.06
Nb 0.424728 0.187188 0.710361 -0.85 -0.61 0.72
S 0.719449 -1.944598 1.981720 -0.15 0.08 0.20
Br -1.436913 1.043946 2.307633 0.30 -0.01 -0.04
C -0.574288 -0.674546 -1.136709 0.64 0.16 -0.52
C -2.113308 -0.695173 -1.294798 -0.05 0.19 0.26
C -2.793159 -1.980653 -0.822215 0.03 -0.23 -0.07
C -2.980813 -2.075945 0.690579 0.15 0.26 -0.22
N -4.091670 -1.210462 1.112856 0.05 -0.07 0.18
C 0.526284 2.134963 -0.421032 -0.19 -0.03 -0.13
C 0.036829 3.319330 0.317593 -0.18 0.39 0.50
C -1.248777 3.955166 0.043945 0.18 0.09 -0.03
O -0.039689 4.586952 -0.392227 -0.03 -0.08 0.04
H 4.942163 0.338452 -0.700373 0.02 -0.03 0.09
H 5.688368 -0.793885 0.432668 0.02 -0.05 -0.02
H 5.036400 -1.372761 -1.103033 -0.05 0.07 0.01
H 3.323554 -1.962822 0.474786 0.09 0.06 0.15
H 3.540794 -0.506588 1.410934 0.01 0.05 -0.09
H 2.659529 0.682812 -0.799642 -0.04 -0.05 -0.04
H 2.025314 -0.914110 -1.194546 0.15 0.06 -0.03
H 1.712459 1.034771 1.737544 -0.05 -0.01 -0.78
H 0.877454 -2.753923 0.926109 0.12 0.08 -0.14
H -0.157196 -0.105666 -1.978176 0.01 -0.11 0.04
H -0.189173 -1.696465 -1.286893 0.01 0.06 0.12
H -2.582446 0.146645 -0.769060 0.00 -0.02 -0.05
H -2.355386 -0.561562 -2.353903 -0.01 0.03 -0.01
H -3.790404 -2.052653 -1.273935 0.07 -0.02 -0.02
H -2.211985 -2.839872 -1.186238 -0.04 0.05 0.06
H -3.124901 -3.118412 0.992171 -0.06 -0.01 0.00
H -2.063706 -1.740847 1.178945 -0.05 -0.07 0.06
H -3.827130 -0.679668 1.932477 0.00 0.07 0.00
H -4.905814 -1.757765 1.357787 -0.01 0.00 -0.02
H 1.554643 2.338369 -0.715621 0.07 -0.10 0.00
H -0.064776 2.023571 -1.339716 0.07 0.03 0.02
H 0.411696 3.420537 1.340566 0.00 0.16 -0.26
H -1.770928 4.492164 0.829650 -0.09 -0.08 0.02
H -1.867797 3.551823 -0.753536 -0.03 0.00 0.04
```
Forces are in eV/Å.

Values from the calculation:
E_LUMO in eV: 2.60
HOMO-LUMO gap in eV: 7.59
Total charge: -1

***

Record 3
Formula: C10H24Cl4NO5P
Source: the Open Molecules 2025 dataset
Level of theory: wB97M-V/def2-TZVPD

```
45
Properties=species:S:1:pos:R:3:forces:R:3
C 1.023821 1.627553 0.999564 0.15 -0.01 -0.28
C 0.165836 0.407504 1.255502 0.04 -0.58 0.56
O 0.409043 -0.423024 2.141330 -0.09 0.64 -0.76
N -0.918290 0.298011 0.428718 1.11 0.69 1.43
C -1.927598 -0.698296 0.667839 0.12 0.35 -1.87
H 0.672959 2.444340 1.630320 -0.20 0.13 -0.17
H 0.964970 1.883141 -0.058404 -0.15 0.37 0.06
H 2.085032 1.521353 1.224655 -0.15 -0.52 0.17
H -1.194872 1.124792 -0.081219 0.08 0.17 -0.20
H -2.685978 -0.422146 1.400434 0.37 -0.36 0.46
H -1.406884 -1.652857 0.743771 -0.55 -0.05 0.60
H -2.407402 -0.663584 -0.310259 -0.63 -0.70 0.06
C -4.678611 0.310396 -2.936163 -1.83 -1.21 -2.18
O -3.939760 1.257394 -2.311430 4.05 1.68 1.29
P -2.356897 1.625034 -2.592517 -0.39 2.31 1.02
O -1.811495 2.550067 -1.523115 -1.29 -1.49 -1.86
O -1.593756 0.264903 -2.678919 -0.62 0.11 -0.07
C -0.164026 0.357338 -2.777495 1.32 -0.71 0.48
O -2.265186 2.195075 -4.119772 -0.42 0.54 1.17
C -1.806398 3.540556 -4.402767 1.34 0.64 0.29
H -5.014651 -0.543223 -2.347502 0.31 0.21 0.65
H -4.218117 -0.123323 -3.823820 0.26 0.12 -0.10
H -5.561732 0.855149 -3.269984 -0.37 -0.39 -0.22
H 0.323822 1.318176 -2.613453 -0.85 0.68 -0.55
H 0.153982 -0.079222 -3.724267 -0.03 0.02 0.17
H 0.254511 -0.158779 -1.913456 -0.17 -0.72 -0.25
H -2.408214 4.172297 -5.056077 -0.66 -0.88 -0.15
H -0.806752 3.491717 -4.834549 -0.09 -0.48 -0.40
H -1.596991 4.182550 -3.547148 -0.54 -0.56 0.68
Cl 2.150920 -4.365507 2.349803 0.33 -0.89 1.18
C 1.680247 -3.202769 1.123492 1.05 -0.53 -0.84
C 2.369746 -3.694499 -0.162429 -0.51 0.22 -0.04
Cl 1.729467 -2.722175 -1.518892 0.06 -0.02 -0.23
H 2.113145 -2.262077 1.463784 -0.77 0.16 -0.32
H 0.594541 -3.277061 1.061589 0.27 0.62 -0.14
H 2.164243 -4.747035 -0.357436 -0.31 0.14 0.03
H 3.456131 -3.608189 -0.182703 -0.13 0.33 0.38
Cl 1.722486 -1.697431 5.275541 0.50 -0.76 -0.33
C 3.019581 -0.766642 4.460946 -0.74 1.33 0.64
C 3.903133 -0.062390 5.531398 -0.36 0.39 -0.80
Cl 2.834453 0.933083 6.587064 0.22 0.06 0.04
H 2.402214 -0.022894 3.957165 0.23 0.50 0.21
H 3.485116 -1.208960 3.580191 0.45 -0.90 0.74
H 4.548883 0.667290 5.042854 -0.01 -0.11 -0.17
H 4.535327 -0.625639 6.217814 -0.39 -0.54 -0.36
```
Forces are in eV/Å.

Values from the calculation:
E_LUMO (spin up / spin down) in eV: 2.58 / 2.54
HOMO-LUMO gap (spin up / spin down) in eV: 1.76 / 9.54
<S²>: 0.75
Spin multiplicity: 2
Total charge: -1

***

Record 4
Formula: C10H24ClI2OP2Ru
Source: the Open Molecules 2025 dataset
Level of theory: wB97M-V/def2-TZVPD

```
41
Properties=species:S:1:pos:R:3:forces:R:3
I 3.130147 -0.912584 -0.353349 -0.32 0.41 0.31
I -1.680857 -2.240936 -0.655699 0.62 0.26 0.09
Ru -0.133500 -0.258746 -0.044454 2.60 -3.34 0.43
P 0.291257 0.048018 -2.280763 -0.29 0.71 -2.60
C -1.223148 0.492350 -3.197133 -0.01 0.06 0.17
C 1.444988 1.392222 -2.705860 -0.09 -0.19 0.24
H 1.812943 -1.774730 -2.669021 -0.17 -0.16 -0.34
H 1.100905 -1.165436 -4.206015 -0.02 -0.12 0.25
H 0.131657 -2.214599 -3.105651 0.28 0.12 -0.08
C 0.892937 -1.427833 -3.159632 0.13 0.16 0.15
H 2.452607 1.096124 -2.394157 -0.10 0.26 -0.18
H 1.406252 1.582584 -3.785832 0.05 -0.07 0.27
H -0.945183 0.915345 -4.170661 -0.11 -0.14 0.18
H -1.789367 1.237447 -2.623786 0.09 -0.13 -0.30
H 1.147978 2.281687 -2.142421 0.16 -0.05 -0.27
H -1.844035 -0.400512 -3.335541 0.09 0.22 -0.01
C -1.570150 0.890767 0.018080 -6.32 5.51 0.47
O -2.465660 1.639420 0.077903 3.19 -2.80 -0.25
Cl 1.223451 1.779980 0.545060 0.66 -0.67 -0.23
C 2.451649 -0.357068 3.259820 0.17 -0.07 0.03
C 1.347229 -1.351276 2.920742 0.00 -0.24 -0.36
P -0.194053 -0.601270 2.280350 -0.84 0.56 2.27
C -1.595537 -1.665002 2.824552 -0.25 -0.50 -0.67
C -1.520501 -2.294888 4.210202 0.03 0.03 0.27
C -0.522332 0.964353 3.206796 0.31 0.08 -0.70
C -0.377294 0.934609 4.724399 -0.14 0.10 0.39
H 2.975856 -0.073838 2.338484 0.10 0.24 0.16
H 3.185018 -0.834712 3.922131 -0.14 0.18 -0.21
H 2.081781 0.551387 3.743561 0.21 -0.18 -0.16
H 1.692552 -2.010658 2.109911 -0.11 -0.17 0.45
H 1.083888 -1.981312 3.781558 0.00 0.23 -0.23
H -2.497232 -1.039634 2.739211 0.23 -0.07 -0.09
H -1.685819 -2.446350 2.049627 -0.04 0.19 0.52
H -1.482298 -1.546563 5.008138 0.04 -0.26 -0.18
H -2.423656 -2.894658 4.370850 0.16 0.12 -0.06
H -0.664784 -2.967135 4.308848 -0.14 0.06 0.03
H 0.150420 1.709812 2.752778 -0.30 -0.18 0.39
H -1.545013 1.256700 2.918984 0.25 -0.07 0.05
H 0.536615 0.435008 5.060930 -0.24 0.04 -0.01
H -0.337532 1.965929 5.095955 0.00 -0.23 -0.09
H -1.239076 0.459397 5.204213 0.25 0.10 -0.10
```
Forces are in eV/Å.

Values from the calculation:
Energy relative to the best compared isomer or geometry (same formula, charge and spin) in kJ/mol: 22.1
E_LUMO (spin up / spin down) in eV: -7.61 / -11.67
HOMO-LUMO gap (spin up / spin down) in eV: 7.05 / 4.53
<S²>: 8.79
Spin multiplicity: 6
Total charge: +2

***

Record 5
Formula: C10H24F3KO10P2
Source: the Open Molecules 2025 dataset
Level of theory: wB97M-V/def2-TZVPD

```
50
Properties=species:S:1:pos:R:3:forces:R:3
K -0.259879 1.231062 -1.927836 0.34 0.35 0.33
C 0.677778 4.328970 -0.623700 -0.34 -0.31 -2.07
O 0.709715 3.051090 0.036543 0.44 -0.43 1.18
O 0.073419 4.157588 -1.789847 -0.13 0.01 0.43
C -0.033344 5.371958 0.265221 -0.56 -0.53 0.23
F -0.027181 6.581633 -0.303700 0.02 -0.10 0.22
F -1.340344 5.035517 0.498746 0.55 0.29 -0.10
F 0.533350 5.496700 1.503595 -0.10 0.14 -0.30
C 1.807954 2.802814 0.929517 -1.40 -0.45 0.02
C 1.574698 1.419205 1.506874 1.36 -0.56 -0.25
H 0.646285 1.245001 2.039886 -0.14 0.33 0.01
H 1.673823 0.668002 0.715112 -0.38 0.05 -0.07
H 2.428982 1.181691 2.155812 -0.27 0.09 0.25
H 1.809724 3.534401 1.738372 0.28 0.15 -0.14
H 2.743783 2.794543 0.367536 0.16 0.30 0.07
H 1.723632 4.669311 -0.734483 0.32 0.20 0.36
C 0.799172 -3.472019 0.201317 -0.42 0.19 -0.41
O 1.969335 -3.005809 -0.478008 0.53 -0.15 -0.36
P 1.908826 -2.465285 -1.965743 -0.57 -0.48 0.58
O 1.091371 -1.245738 -2.067181 0.24 0.07 -0.57
O 3.429823 -2.372357 -2.386179 -0.40 0.11 0.45
C 4.394618 -1.817100 -1.451857 -0.32 0.13 -0.38
O 1.371405 -3.729170 -2.783062 0.28 0.43 0.31
C 1.434038 -3.755944 -4.212040 0.36 0.24 -0.16
H 0.654101 -4.526697 -0.028506 0.10 -0.06 0.18
H -0.075725 -2.915774 -0.137771 0.01 0.11 0.10
H 0.942126 -3.291225 1.261132 0.07 -0.11 0.04
H 5.154700 -1.393746 -2.101150 0.29 -0.13 0.32
H 4.736135 -2.612300 -0.795001 0.25 -0.01 -0.15
H 3.967180 -1.027422 -0.833137 -0.15 0.02 -0.15
H 1.159540 -4.752571 -4.542866 -0.22 0.02 0.11
H 2.458028 -3.569663 -4.544104 -0.04 0.04 0.03
H 0.777703 -2.995222 -4.633494 -0.09 -0.11 -0.04
C -2.377221 -2.693973 2.472560 -0.19 -2.28 -0.09
O -2.159845 -1.316432 2.557890 -0.13 0.90 -0.16
P -2.186459 -0.407772 1.254082 0.07 0.96 0.44
O -1.052652 -0.582102 0.337068 -0.52 -0.18 -0.31
O -2.263902 1.049187 1.909776 -0.13 -1.24 0.45
C -2.415272 2.192014 1.065847 0.17 0.16 -0.61
O -3.608404 -0.683599 0.582059 0.58 0.06 0.05
C -4.805878 -0.163306 1.168109 -0.44 0.49 -0.23
H -3.188855 -3.051905 3.112347 0.04 0.64 0.30
H -1.494081 -3.268067 2.764567 0.16 0.42 0.14
H -2.653575 -3.124806 1.501702 0.13 0.81 -0.31
H -1.854852 3.037158 1.453605 0.00 -0.23 0.24
H -3.469712 2.456047 0.973261 0.03 -0.06 0.01
H -1.991324 1.965263 0.088213 -0.13 0.23 -0.07
H -4.644809 0.378038 2.099752 0.24 -0.24 0.09
H -5.525149 -0.964009 1.317373 0.13 -0.13 0.02
H -5.222806 0.556815 0.461782 -0.06 -0.13 -0.02
```
Forces are in eV/Å.

Values from the calculation:
Energy relative to the best compared isomer or geometry (same formula, charge and spin) in kJ/mol: 49.4
E_LUMO in eV: 0.06
HOMO-LUMO gap in eV: 7.02

***

no.,electronic energy (eV)
1,-55832.693
2,-96723.856
3,-81866.586
4,-62672.597
5,-74294.847